#i
DFT (ωB97M-V/def2-TZVPD) results for a cluster of 21 separate species, H42O21 in total.

Last column: Löwdin charge in e.
Atoms and positions in Å:
O 2.4015 2.4152 -2.2182  -0.05
H 2.4894 3.2443 -2.7253  0.07
H 3.2681 2.2839 -1.8203  0.07
O -0.2671 0.6157 -4.0194  -0.08
H -0.6204 1.2611 -4.6436  0.05
H 0.2626 0.0054 -4.5403  0.04
O 0.1416 -3.6151 -0.7259  -0.07
H -0.3373 -4.1163 -1.4142  0.09
H -0.4095 -2.8106 -0.7826  -0.01
O -2.1306 -2.8273 4.3307  -0.08
H -1.6855 -2.0366 3.9681  0.02
H -2.1441 -3.3123 3.4846  -0.01
O -3.6903 0.6947 -1.5692  -0.04
H -2.7485 0.8592 -1.5105  0.00
H -4.1314 1.4531 -1.9658  0.05
O -1.6455 2.5677 -3.2822  -0.08
H -1.2371 1.7981 -2.8171  0.00
H -2.0385 2.9652 -2.4828  0.04
O -1.8340 -1.9102 -1.1743  -0.06
H -1.5665 -1.2341 -0.5367  0.04
H -2.7164 -1.5602 -1.5178  0.11
O 2.5543 -2.9064 0.8819  -0.05
H 2.1996 -2.8004 1.7631  0.00
H 1.8850 -2.8761 0.1983  0.00
O 0.9464 4.5940 -1.7154  -0.08
H 0.8389 5.1400 -0.9311  0.03
H 1.2839 3.7242 -1.4066  -0.01
O 1.0440 -0.5575 1.0781  -0.07
H 0.7257 -0.3264 0.1913  0.00
H 1.9106 -0.1262 1.0585  0.04
O 3.6950 -0.5007 0.1355  -0.12
H 3.2342 -1.4264 0.2160  0.03
H 4.0554 -0.5321 1.0341  0.04
O -2.5058 4.1624 1.4803  -0.05
H -2.1742 3.4661 0.9157  -0.01
H -2.4314 4.9587 0.9314  0.05
O 1.6297 -2.5557 -2.5838  -0.04
H 2.4587 -2.0728 -2.7201  0.08
H 1.2366 -2.1326 -1.8163  0.02
O -1.6467 -3.7532 1.7227  -0.03
H -1.2224 -4.6024 1.8364  0.06
H -1.6032 -3.4314 0.8223  0.01
O 0.1857 2.8173 3.1986  -0.07
H 0.5872 1.9304 3.2484  0.01
H -0.7295 2.7490 3.4743  0.04
O -0.0640 3.0728 0.6374  -0.06
H 0.5700 3.4028 1.2634  0.04
H -0.7152 2.4238 0.9082  -0.03
O 0.2973 0.6930 -1.3945  -0.07
H 0.4984 1.6533 -1.2796  0.04
H 1.0128 0.3464 -1.9473  0.04
O 0.2533 0.3547 4.0396  -0.05
H 0.5092 -0.4133 3.5108  0.00
H 0.5620 0.1293 4.9202  0.07
O -1.5127 0.7001 1.3202  -0.04
H -1.5547 1.4121 1.9809  0.03
H -0.7138 0.1880 1.4772  0.00
O 1.3576 -2.2718 3.3113  -0.04
H 1.8863 -2.4541 4.0928  0.08
H 0.5780 -2.8457 3.2688  0.06
O -0.3813 -2.2140 -4.0818  -0.12
H 0.5894 -2.0577 -3.8353  0.02
H -0.6906 -1.8023 -3.2431  0.00

M   378.31 g/mol
E_HOMO   -10.45 eV
LUMO level   -0.0114 Ha



#ii
DFT (ωB97M-V/def2-TZVPD) results for a cluster of 21 separate species, H42O21 in total.

Last column: Löwdin charge in e.
Atoms and positions in Å:
O 1.6364 3.4852 1.7272  -0.05
H 2.1094 2.7622 1.2878  0.02
H 1.0483 3.0592 2.3708  0.04
O -1.2791 -0.8673 -0.3128  -0.10
H -0.4181 -0.4895 0.0739  0.06
H -1.6734 -0.5988 0.5464  0.05
O 2.4937 -3.5231 1.6530  -0.06
H 3.2970 -3.0346 1.3676  0.03
H 1.9786 -2.7094 1.7861  0.01
O 3.7932 2.1125 -1.8584  -0.04
H 3.9779 2.9421 -1.3988  0.06
H 4.5548 1.5507 -1.7000  0.05
O -0.9144 -3.3086 -0.5058  -0.07
H -0.4810 -2.9982 0.2903  0.03
H -1.6950 -2.8076 -0.7168  0.01
O -3.7052 -1.7595 -2.0485  -0.04
H -3.4621 -2.4054 -1.3693  0.03
H -4.6244 -1.9075 -2.2780  0.05
O 1.7629 0.7375 0.2080  -0.07
H 2.1210 -0.0921 -0.1195  0.01
H 2.0396 1.4495 -0.3865  0.02
O 0.5671 -2.0107 4.2744  -0.06
H 0.4307 -2.3959 5.1646  0.07
H 0.1098 -2.7664 3.8644  0.04
O 3.7733 -0.4124 1.8087  -0.06
H 4.1698 -0.2693 0.9326  0.04
H 3.9728 -1.3903 1.7972  0.04
O 0.5937 -0.3815 2.0680  -0.05
H 0.5539 0.5398 2.3171  0.04
H 0.8922 -0.9072 2.8155  0.00
O -1.7644 2.2120 0.1330  -0.08
H -2.5115 2.8196 0.1317  0.03
H -2.0838 1.3646 -0.2436  -0.01
O -2.1653 3.9112 3.0632  -0.05
H -2.3602 2.9785 3.2349  0.03
H -1.8384 3.8217 2.1604  0.00
O 3.3825 -2.0510 -2.7879  -0.08
H 2.9134 -2.6547 -3.3704  0.05
H 3.3655 -1.1670 -3.2430  0.03
O -1.3141 0.3065 -3.3921  -0.05
H -1.3634 -0.0809 -4.2902  0.07
H -0.7019 -0.3918 -3.1250  0.03
O -3.6040 0.5936 -0.6135  -0.06
H -3.2649 0.4441 -1.5001  0.03
H -4.3744 1.1485 -0.5186  0.06
O 0.0224 4.7432 -0.6135  -0.08
H 0.5990 3.9747 -0.4608  0.01
H -0.7427 4.3617 -0.1413  0.01
O -1.7726 -3.2444 2.1720  -0.09
H -2.7292 -2.9825 2.2860  0.03
H -1.9935 -3.9291 1.5154  0.04
O -3.6091 -1.4165 2.9592  -0.05
H -3.8046 -0.5627 2.5619  0.05
H -3.4734 -1.2038 3.8975  0.07
O 2.2824 0.4995 -3.6710  -0.05
H 2.6719 1.3745 -3.6048  0.03
H 1.4440 0.5064 -3.1926  0.03
O 1.2930 -2.1257 -0.8583  -0.09
H 1.7804 -1.8908 -1.6801  0.01
H 0.6203 -2.7771 -1.1478  0.02
O -0.4126 3.1495 -3.2407  -0.09
H -1.0373 3.8821 -3.4486  0.05
H -1.0769 2.7824 -2.6304  0.01

M   378.31 g/mol
E_HOMO   -10.24 eV
LUMO level   -0.0092 Ha



#iii
DFT (ωB97M-V/def2-TZVPD) results for a cluster of 21 separate species, H42O21 in total.

Last column: Löwdin charge in e.
Atoms and positions in Å:
O 1.6827 2.9263 -2.8539  -0.04
H 1.7044 2.4853 -3.6890  0.05
H 2.4276 2.7323 -2.3087  0.03
O -0.7423 -0.0322 -4.1618  -0.06
H -0.2887 0.7207 -3.7181  0.02
H -1.4440 0.3835 -4.6804  0.05
O -0.5759 -4.3952 -1.2892  -0.11
H -1.2063 -3.7556 -1.2659  -0.08
H -0.4297 -4.5820 -2.3659  0.11
O -2.3616 -1.6212 3.4476  -0.05
H -2.1414 -1.3751 2.5529  -0.02
H -3.1238 -2.2192 3.5150  0.05
O -2.5046 0.5214 -1.5280  -0.08
H -2.3304 0.0639 -2.3809  0.06
H -3.2136 1.1188 -1.8918  0.10
O -1.3061 2.8221 -2.4451  -0.09
H -1.4191 3.6592 -2.9882  0.09
H -0.3435 2.8233 -2.3435  -0.01
O -2.1970 -1.8652 -0.8579  -0.13
H -2.4599 -0.8670 -0.6607  0.05
H -2.9792 -2.3217 -0.4345  0.07
O 2.5008 -2.4676 0.4182  -0.08
H 1.6494 -2.1178 0.9135  0.05
H 2.3966 -2.3926 -0.4813  -0.05
O 1.8052 4.3588 -0.6679  -0.05
H 2.3966 3.5845 -0.3371  0.10
H 1.3388 4.7354 0.0265  -0.01
O 2.5807 0.9675 1.7198  -0.07
H 3.4646 0.6686 1.6014  -0.01
H 2.0177 0.3406 2.2795  0.07
O 4.5731 -0.7745 1.5997  -0.02
H 4.1484 -1.6242 1.3026  0.06
H 5.2856 -0.5775 1.1232  -0.03
O -2.3584 2.9644 2.4477  0.00
H -2.3691 3.2139 3.3577  0.05
H -2.4304 3.6243 1.7853  0.05
O 1.0811 -1.9523 -2.3117  -0.07
H 0.7561 -1.0170 -2.0832  0.07
H 1.8550 -2.0491 -2.8570  0.04
O -1.7834 -4.8143 1.1289  0.02
H -1.2845 -4.9542 1.8615  -0.01
H -1.3009 -4.6868 0.3848  -0.08
O 0.8377 2.7949 2.9862  -0.09
H 0.0437 2.4416 3.3600  0.00
H 1.6502 2.4598 3.4271  0.05
O 0.1779 1.8872 0.5585  -0.11
H 0.1499 2.8142 0.6016  0.01
H 0.9717 1.7226 1.2810  0.11
O 0.3786 1.0511 -1.7250  -0.07
H -0.4632 1.1192 -1.4374  -0.06
H 0.7931 1.4776 -0.9646  0.02
O 0.8496 0.6312 4.2311  -0.08
H 0.8853 1.0027 5.2055  0.13
H 0.3478 -0.1725 4.3234  0.04
O -1.7200 0.5992 1.5057  -0.08
H -1.6228 1.3740 0.9013  0.05
H -2.1899 0.9576 2.2295  0.01
O 0.1815 -1.3460 0.9761  -0.12
H -0.4126 -2.1881 0.9479  0.09
H -0.5616 -0.7292 1.3012  0.03
O -0.6977 -3.6272 -3.6326  -0.06
H -0.9367 -2.7619 -3.2819  0.04
H 0.2668 -3.7607 -3.6586  0.06

M   378.31 g/mol
E_HOMO   -9.76 eV
LUMO level   -0.0062 Ha



Stability summary: most stable #i, least stable #iii.



#i
DFT (ωB97M-V/def2-TZVPD) results for the ion C5H10NO2 with charge -1.

Last column: Löwdin charge in e.
Atoms and positions in Å:
C -2.2530 0.6712 0.3470  -0.02
C -0.8595 1.0819 0.6839  -0.51
N 0.0971 0.1889 0.4400  -0.13
C 1.4409 0.6455 0.8553  -0.08
C 0.1797 -0.3789 -0.8805  -0.17
C 0.5967 -2.0014 -0.7835  -0.55
O 1.3660 -2.2901 -1.7644  -0.32
O -0.6055 2.2340 1.1876  -0.05
H -2.5908 0.8200 -0.6399  0.05
H -2.4133 -0.4578 0.3515  0.11
H -2.8047 1.3678 0.9731  0.08
H 2.2252 -0.0855 0.3157  0.13
H 1.8234 0.4902 1.9293  0.08
H 1.5823 1.7855 0.7802  0.09
H -0.7205 -0.4537 -1.4330  0.08
H 0.8671 0.1384 -1.5066  0.09
H -0.3252 -2.5485 -0.8056  0.05
H 0.9646 -2.0396 0.2353  0.06

M   116.14 g/mol
E_HOMO   -2.47 eV
LUMO level   0.1361 Ha
Net charge   -1



#ii
DFT (ωB97M-V/def2-TZVPD) results for the ion C5H10NO2 with charge -1.

Last column: Löwdin charge in e.
Atoms and positions in Å:
C 0.8457 0.5704 -0.7787  -0.41
C -0.6130 0.7076 1.2128  -0.07
C -1.5347 -0.6074 -0.7536  -0.09
C 1.1889 -0.9007 -0.3186  -0.21
C -0.5972 0.5410 -0.3292  -0.43
N 1.6724 -1.0811 0.8722  -0.20
O 2.1742 -2.2942 1.1005  -0.36
O 1.5703 1.5487 -0.1588  -0.01
H 0.8666 0.5028 -1.8713  0.13
H 0.0807 0.0100 1.6573  0.06
H -1.6067 0.6375 1.6134  0.06
H -0.4176 1.7240 1.4137  0.05
H -1.2423 -1.4585 -0.1256  0.08
H -2.5429 -0.1536 -0.4104  0.09
H -1.5033 -0.7217 -1.8658  0.08
H 1.1724 -1.6446 -1.0952  0.09
H -1.0243 1.3893 -0.8807  0.11
H 1.5109 1.2308 0.7180  0.04

M   116.14 g/mol
E_HOMO   -2.53 eV
LUMO level   0.1439 Ha
Net charge   -1



#iii
DFT (ωB97M-V/def2-TZVPD) results for a cluster of 2 separate species, C5H10NO2 in total.

Last column: Löwdin charge in e.
Atoms and positions in Å:
C -0.6863 2.6204 -1.4850  -0.11
C -0.4250 1.3448 -0.7249  -0.43
C -0.5121 1.2537 0.5996  0.05
C -0.2423 0.1746 -1.6551  -0.09
H 0.0502 2.7996 -2.2743  0.07
H -0.7502 3.5205 -0.8673  0.06
H -1.6506 2.5306 -2.0005  0.07
H -0.3660 0.3077 1.1075  0.04
H -0.7444 2.1577 1.1552  0.05
H -0.4463 -0.7875 -1.1896  0.05
H 0.7833 0.1178 -2.0338  0.08
H -0.9154 0.2891 -2.5123  0.06
N 1.5352 -3.2172 2.1836  0.06
C 0.6610 -2.1387 1.7877  -0.86
O 0.5672 -1.9774 0.5474  -0.10
O 0.1367 -1.4980 2.7147  -0.09
H 1.3284 -3.5352 3.1216  0.05
H 1.6767 -3.9626 1.5255  0.04

M   116.14 g/mol
E_HOMO   -4.16 eV
LUMO level   0.1361 Ha
Net charge   -1



#iv
DFT (ωB97M-V/def2-TZVPD) results for the ion C5H10NO2 with charge -1.

Last column: Löwdin charge in e.
Atoms and positions in Å:
C 0.1090 -1.4659 -0.8609  -0.08
C 0.2316 0.1176 -0.7059  -0.30
C 1.0176 0.3742 0.8345  -0.07
C 2.1080 -0.6141 0.9235  -0.31
O 3.2236 -0.4547 1.3695  0.00
N -1.0111 0.8423 -0.7982  -0.06
C -2.1810 1.0592 0.1999  -0.54
O -2.3603 2.3552 0.3395  -0.33
H -0.0699 -2.0393 -0.0053  0.05
H -0.6800 -1.7453 -1.4990  0.05
H 0.9695 -1.7831 -1.2812  0.02
H 0.9517 0.4958 -1.4667  0.12
H 0.2751 0.1867 1.5520  0.07
H 1.2293 1.3958 0.9369  0.09
H 1.8895 -1.6554 0.6588  0.10
H -0.8677 1.7868 -1.2593  0.10
H -1.8029 0.4899 1.1840  0.09
H -3.0321 0.6542 -0.1221  0.02

M   116.14 g/mol
E_HOMO   -2.73 eV
LUMO level   0.1327 Ha
Net charge   -1



Stability summary: most stable #iii, least stable #ii.